The following is a quantum chemistry calculation of C21H31NP2PmS as an isolated structure in a non-equilibrium geometry, from the OMol25 dataset.

⟨S²⟩   6.02
Energy   -69727.942 eV
Net charge   +1
LUMO (alpha / beta)   -4.1383 / -3.9772 eV
Energy above the lowest of the compared OMol25 structures with the same formula, charge and spin   0.0 kJ/mol
Spin multiplicity   5
E_HOMO (alpha / beta)   -8.59 / -8.61 eV

Positions of all 57 atoms, in Å:
1 C -1.59823 3.06498 -2.83393
2 C -1.37606 1.77975 -2.34130
3 C -0.01490 1.27795 -2.41254
4 C 1.01464 2.24782 -2.24123
5 C 0.77975 3.54657 -2.69080
6 C -0.50789 3.92072 -3.07351
7 C 2.24898 1.80815 -1.52704
8 C 2.59877 0.44393 -2.03403
9 C 1.52876 -0.47256 -2.22412
10 C 1.80700 -1.86264 -1.93488
11 C 3.11487 -2.30627 -2.12108
12 C 4.15316 -1.37525 -2.31358
13 C 3.90765 -0.01030 -2.18657
14 H -2.62380 3.41985 -2.98188
15 H 1.62668 4.23318 -2.74556
16 H -0.67615 4.89963 -3.52516
17 H 3.07512 2.52068 -1.61343
18 H 3.34097 -3.37856 -2.06451
19 H 5.16336 -1.72404 -2.53196
20 H 4.71151 0.73065 -2.20099
21 N 0.25689 -0.05325 -2.50293
22 Pm 0.80503 0.84161 1.24657
23 C -2.38169 0.98145 -1.57211
24 H -2.36073 -0.07184 -1.88183
25 H -3.39293 1.40014 -1.65757
26 C 0.73445 -2.67177 -1.27471
27 H -0.21149 -2.57769 -1.82373
28 H 1.02094 -3.72569 -1.16407
29 P -1.93872 0.95802 0.27592
30 P 0.35938 -2.00492 0.45421
31 C 1.53793 -3.03496 1.41971
32 H 1.30801 -2.96790 2.49261
33 H 1.45319 -4.07888 1.08480
34 H 2.55578 -2.66999 1.24843
35 C -1.15258 -2.98960 0.76112
36 H -0.90410 -4.06161 0.74649
37 H -1.57213 -2.72673 1.74028
38 H -1.89687 -2.77759 -0.01641
39 C -2.60537 2.60870 0.74253
40 H -3.63181 2.70470 0.36264
41 H -2.60633 2.71530 1.83555
42 H -1.97842 3.39535 0.30769
43 C -3.34526 -0.05872 0.86806
44 H -3.33854 -0.12773 1.96272
45 H -4.28560 0.40970 0.54364
46 H -3.28283 -1.06958 0.45093
47 H 2.05160 1.75116 -0.27616
48 H 2.33034 -0.12983 0.78761
49 C 0.53453 -1.07991 4.74700
50 S -0.25907 -0.07852 3.48044
51 C -1.81323 0.47581 4.19814
52 H 1.50521 -1.41618 4.36722
53 H -0.08764 -1.95075 4.97817
54 H 0.68718 -0.46329 5.63822
55 H -2.56002 -0.32277 4.12777
56 H -1.63777 0.74516 5.24486
57 H -2.17151 1.35840 3.65431